DFT (ωB97M-V/def2-TZVPD) results for one molecule with the formula C22H37N3O3.

```
65
Properties=species:S:1:pos:R:3:forces:R:3
O 0.601 -3.760 0.867 0.011 0.009 -0.016
C 1.644 -1.951 2.444 0.029 0.042 0.014
H 1.465 4.255 -0.837 0.003 0.013 0.008
H 2.503 1.228 -4.127 0.000 -0.001 0.003
H -2.398 -1.965 -1.337 -0.005 -0.005 0.006
C -1.640 -1.670 -0.608 -0.019 0.012 -0.030
C -1.932 -5.366 0.649 -0.001 0.002 0.004
C 0.762 2.478 -4.076 -0.008 -0.019 -0.004
C -0.331 -0.496 2.139 0.011 0.044 -0.008
H 3.009 3.722 -2.485 -0.007 0.002 0.002
C 0.193 3.731 -3.405 0.000 0.020 0.005
O 2.943 0.093 3.389 0.018 -0.008 -0.023
C 2.835 2.642 -2.537 0.003 -0.002 -0.003
H -2.701 -4.045 -0.856 0.002 0.011 0.010
C 0.790 2.958 2.820 -0.602 -0.090 -0.115
H -2.491 -1.604 2.030 -0.007 -0.006 -0.013
H 1.773 -2.829 3.072 -0.011 -0.003 -0.004
C 0.958 0.281 2.266 -0.009 0.010 -0.018
H 2.801 2.862 -4.665 -0.003 0.004 -0.002
C -4.080 -2.622 1.034 0.005 0.003 0.014
H 0.902 4.562 -3.483 0.000 -0.002 0.002
H 0.417 -0.952 -0.690 0.006 -0.001 0.020
H -2.017 -6.265 0.037 0.001 -0.006 0.004
C 1.375 1.575 2.895 0.245 0.133 0.036
C -0.332 -1.402 -1.346 -0.002 -0.019 -0.006
H -2.825 -5.317 1.275 -0.007 0.003 0.006
H -2.008 -0.737 -0.173 0.013 -0.014 -0.006
H 2.341 -2.019 1.606 -0.004 0.002 -0.008
C -1.574 -2.792 0.465 0.017 -0.005 0.025
C 0.928 3.306 -0.956 -0.047 -0.013 -0.001
C -1.797 -4.141 -0.248 -0.015 0.001 -0.030
O -0.445 1.975 0.489 -0.052 -0.019 0.011
H 0.228 1.608 -3.679 0.004 0.006 0.002
H 1.344 3.609 3.490 0.026 -0.027 0.010
H -0.822 4.347 -1.605 -0.002 -0.002 0.000
C -0.217 3.503 -1.950 0.029 -0.012 -0.021
C -2.646 -2.571 1.553 -0.016 -0.016 -0.009
H -0.700 4.047 -3.948 0.001 -0.001 -0.001
N 0.820 3.558 1.485 0.623 -0.206 -0.114
H 1.222 -0.700 4.136 -0.011 -0.006 -0.014
H -0.861 2.621 -1.901 0.002 -0.001 0.012
H -2.515 -3.319 2.338 0.002 -0.006 -0.002
H -4.337 -3.602 0.633 0.004 -0.005 0.000
C 1.738 -0.627 3.166 -0.001 -0.021 0.052
H -0.247 2.923 3.160 0.001 0.004 0.000
H -4.248 -1.884 0.248 -0.002 0.002 0.000
C 0.360 2.884 0.386 -0.247 0.169 0.137
C 1.963 2.235 -1.347 0.021 0.008 0.013
C 2.271 2.274 -3.911 0.002 0.003 0.002
H 0.537 2.498 -5.145 0.002 0.000 -0.001
H 1.430 0.265 1.273 0.004 -0.003 0.001
H -0.972 -4.297 -0.944 0.006 0.001 0.011
H 2.610 2.059 -0.480 -0.003 0.007 -0.001
H -1.062 -5.484 1.293 -0.008 0.004 -0.011
H -0.935 -0.440 3.049 -0.002 0.005 -0.003
H -0.497 -0.712 -2.176 0.003 -0.003 0.006
H 1.449 1.289 -1.541 -0.017 -0.001 -0.008
H -4.780 -2.404 1.842 -0.002 0.002 -0.004
N 2.525 1.444 3.446 0.023 0.013 0.010
H -0.921 -0.189 1.288 0.004 0.014 0.019
C -0.169 -2.840 1.103 0.019 0.048 0.026
H 0.095 -2.323 -1.749 0.001 0.010 0.002
H 1.604 4.167 1.313 -0.012 -0.006 0.014
H 3.820 2.182 -2.436 -0.002 -0.001 -0.001
N 0.242 -1.854 1.957 -0.021 -0.076 -0.010
```
Forces are in eV/Å.

Results
multiplicity	1
frontier orbital gap	9.9	eV
molar mass	391.56	g/mol
maximum force	0.7	eV Å⁻¹
ΔE to the lowest compared entry with this formula, charge and spin	1.9201	eV


DFT (ωB97M-V/def2-TZVPD) results for a 11-piece molecular cluster, C33H66O19 overall at a distorted geometry.

```
118
Properties=species:S:1:pos:R:3:forces:R:3
H 5.071 0.867 5.185 -0.300 -0.096 0.159
H 5.297 0.885 3.482 -0.291 0.118 -0.203
O 1.926 -0.002 -0.706 -0.094 0.092 0.634
C 0.634 -0.250 -0.858 -0.188 -0.163 0.042
C -0.808 -2.078 -1.260 -0.429 0.520 -1.361
O 0.502 -1.532 -1.123 0.374 -1.072 0.293
H -0.571 -4.170 0.837 -0.233 0.271 -0.192
H 4.768 -2.393 2.825 0.225 -0.547 -0.153
H 5.913 -0.416 -4.355 0.115 -0.209 0.092
H -8.376 -4.788 2.029 0.758 -0.138 0.168
O -6.897 -3.434 -0.259 -0.337 -0.124 -0.253
C -6.384 -3.136 0.783 0.082 0.092 -0.767
H -0.570 -4.233 -4.412 0.137 -0.159 -0.098
H -5.589 1.423 1.531 1.093 0.023 -0.175
H -0.828 1.753 2.748 -0.215 0.061 -0.257
O -3.213 2.055 2.721 -0.275 -0.268 -0.143
H 4.843 0.497 -3.307 -0.208 -0.088 0.050
H -0.413 0.429 1.622 -0.283 -0.027 -0.087
H 5.480 5.013 -1.652 -0.188 0.162 -0.273
O -5.031 3.073 -0.902 -0.137 -0.047 -0.043
H 3.222 1.296 0.216 -0.037 -0.136 0.035
H -2.066 -7.764 0.383 -0.195 0.204 0.501
H -0.530 5.329 0.621 -0.035 -0.114 -0.093
H -0.371 -2.531 -4.509 -0.084 0.199 -0.389
O -0.690 -5.711 -1.132 0.739 -0.192 -0.022
H -8.618 -3.328 3.055 0.281 -0.351 0.247
C -1.391 -5.843 -0.161 -1.754 0.552 -0.795
H 0.192 3.801 1.281 -0.431 0.054 0.070
O 2.644 1.079 3.018 -0.302 0.149 0.063
C 2.696 -2.515 3.135 -0.002 -0.058 -0.346
C -4.380 3.940 -1.434 -0.420 -0.619 0.502
H -6.737 5.254 -1.339 0.026 -0.188 0.104
C 5.746 -1.153 -2.330 0.873 1.021 -0.545
H -2.389 -4.209 0.741 0.023 0.108 0.096
H 4.308 -1.054 -3.982 -0.079 -0.030 0.187
H 2.335 1.917 -1.207 0.337 0.107 0.114
C -1.895 -2.847 -6.825 -1.027 -0.441 0.686
C -6.296 4.988 -2.297 0.493 0.207 0.156
H 1.510 1.830 0.314 -0.077 -0.557 0.273
O -4.182 0.027 2.381 0.219 -0.274 -0.005
C -0.112 -3.453 -5.030 -0.024 0.049 0.864
H -2.765 2.077 -0.985 0.387 -0.179 0.055
C -4.604 -1.982 -0.208 0.304 0.103 0.136
C -8.238 -3.712 2.111 -1.670 0.718 -0.314
H 1.313 -0.963 2.740 0.029 0.073 -0.265
H 4.503 -0.483 4.175 -0.316 0.020 0.131
O -2.088 0.111 2.801 0.255 -1.300 0.023
C -3.170 0.854 2.644 0.008 0.979 -0.130
O -5.149 -2.667 0.921 0.368 0.301 0.367
C -0.807 0.671 2.607 0.722 1.330 0.235
H -1.442 -5.159 1.918 -0.475 -0.255 -0.066
C 6.142 4.551 -2.382 0.711 0.654 0.037
O -0.284 0.520 -0.769 -0.114 0.775 0.117
H 7.796 2.062 -3.124 0.022 0.464 -0.133
H -2.499 -2.411 -6.023 0.614 0.079 0.388
H 1.805 2.565 4.830 0.031 0.041 0.118
C 1.100 6.922 2.509 0.360 -0.607 0.426
H 4.025 -1.795 -1.569 -0.566 0.279 0.807
H -6.687 4.040 -2.653 -0.193 0.071 -0.113
H 4.582 -0.274 -0.699 -0.232 0.096 -0.354
H 3.866 -1.728 1.505 -0.192 -0.421 -0.542
C 1.397 -2.027 2.545 -0.269 -0.948 -0.428
O 0.072 5.037 3.546 0.018 -0.265 0.038
H -1.703 -2.036 -7.522 0.063 -0.345 -0.399
H 2.088 6.747 2.073 -0.123 0.488 -0.414
H 3.404 3.097 5.294 0.414 -0.258 0.084
C 2.797 2.211 5.124 -1.326 -0.032 -0.472
H -1.307 3.204 -0.971 -0.045 -0.411 -0.365
H -6.095 -0.192 1.698 0.352 -0.478 0.265
H 3.889 -3.576 1.760 0.302 0.158 -0.452
H -2.375 3.163 0.393 -0.404 -0.119 -0.007
C 0.444 5.549 2.521 -0.167 0.369 -0.111
H -2.679 -7.321 -1.100 -0.310 0.626 -0.189
H -3.359 -6.530 0.422 -0.153 -0.114 -0.100
H 1.355 -2.272 1.480 0.235 0.563 -0.125
O -3.075 4.071 -1.354 0.611 0.528 -0.237
H -0.917 -2.282 -2.327 -0.083 -0.332 0.057
C 7.489 2.324 -2.112 0.273 0.474 0.632
O -6.938 -3.183 1.975 0.164 -0.432 0.916
H -8.936 -3.296 1.377 0.390 0.093 -0.267
H -0.080 0.340 3.343 -0.454 -0.480 0.263
C -0.638 -3.589 -6.426 0.030 0.884 0.351
H -1.585 -1.345 -1.047 0.188 0.001 0.478
O -4.866 4.908 -2.194 -0.001 0.459 -0.122
C -5.463 0.551 2.182 -1.988 1.087 -0.396
H 5.850 4.791 -3.407 -0.684 -0.538 0.080
C 4.571 0.602 4.253 1.368 -0.133 0.099
C 3.268 1.293 4.035 0.417 -0.044 -0.208
H -4.529 -2.635 -1.074 -0.145 0.039 -0.068
O -0.064 -4.281 -7.221 0.181 -0.381 -0.530
H 0.536 -2.560 2.951 0.136 0.198 0.538
H 7.099 5.082 -2.367 0.175 -0.427 0.551
H 1.226 5.020 0.596 -0.124 0.232 -0.164
H -6.440 5.820 -2.977 -0.264 -0.197 -0.228
C 4.856 -1.231 -1.132 0.469 -1.175 -0.418
H -5.182 -1.082 -0.413 -0.195 -0.137 -0.231
C 3.904 -2.575 2.185 -0.551 0.854 1.564
H 2.681 1.606 6.024 0.242 0.220 0.206
C -1.473 -4.778 0.895 1.199 -0.199 0.792
H 8.194 3.008 -1.628 0.467 -0.309 -0.373
C 0.301 4.877 1.160 0.632 -0.081 0.484
C -2.489 -6.883 -0.121 1.101 -1.105 0.202
H 1.288 7.285 3.517 -0.316 -0.106 0.094
C 5.163 -0.515 -3.572 0.030 0.303 -0.134
H -5.993 0.885 3.077 0.482 -0.406 0.450
H 0.969 -3.573 -5.004 -0.030 -0.190 -0.075
H 0.498 7.652 1.971 0.218 -0.032 -0.317
C 6.180 3.074 -2.055 -0.144 -0.729 -0.868
H -3.619 -1.644 0.105 0.033 -0.176 0.062
H 5.378 -1.838 -0.394 -0.163 0.005 0.093
C -2.342 3.032 -0.691 -0.068 0.389 0.355
H 7.490 1.383 -1.565 -0.409 0.068 0.116
O 2.777 -2.851 4.291 0.166 0.031 0.106
O 5.150 2.495 -1.794 -0.249 0.108 0.262
H -2.572 -3.628 -7.181 0.158 0.297 -0.804
C 2.265 1.327 -0.290 -0.132 0.810 -0.968
O 6.903 -1.516 -2.323 -0.139 -0.184 0.172
H -0.913 -3.001 -0.708 0.242 0.163 0.106
```
Forces are in eV/Å.

Results
multiplicity	1
frontier orbital gap	9.7	eV
molar mass	766.87	g/mol
maximum force	2.3	eV Å⁻¹
ΔE to the lowest compared entry with this formula, charge and spin	1.1879	eV


DFT (ωB97M-V/def2-TZVPD) results for C9H36O9 as an isolated structure at a distorted geometry.

```
54
Properties=species:S:1:pos:R:3:forces:R:3
C 2.400 -0.550 -1.270 0.043 1.376 0.371
C -0.136 -0.290 -0.047 -2.367 -0.750 -1.140
O 0.305 3.022 2.361 -0.220 -1.380 -1.158
H -0.864 0.734 -1.588 3.243 -2.263 1.401
H -0.644 0.167 0.803 0.793 -0.405 -0.893
H 3.342 -0.745 -1.782 -0.384 0.035 -0.734
H 1.124 0.655 2.625 1.656 -0.055 0.252
C -0.148 0.457 -3.968 -0.085 -1.108 0.092
C 1.595 -0.138 2.046 2.450 0.991 1.175
H -0.932 -2.532 1.269 0.050 -0.141 0.005
H 1.028 -1.054 2.213 0.225 -0.144 -0.091
H 0.778 1.420 0.905 -0.054 1.542 0.830
H 0.965 0.743 -1.109 3.105 1.212 -0.546
H -1.668 0.421 -2.793 1.552 -2.406 -4.453
H -2.753 0.738 -2.060 -1.016 -0.193 0.601
H 0.878 -2.939 -0.135 -0.246 -0.615 0.033
O -1.292 -0.191 -3.430 1.218 -3.388 -4.938
H -2.736 -1.645 1.864 -0.479 -0.617 -0.487
O -2.056 0.123 2.012 -0.355 1.388 0.635
H -0.732 2.617 -1.490 -0.079 -0.210 -0.247
H 2.675 -0.752 -0.235 0.374 0.246 0.103
C 1.871 -2.984 0.311 -0.589 0.229 0.444
H -0.933 -0.031 3.713 0.008 -0.335 0.357
O -1.839 0.973 -1.881 -11.888 8.409 4.203
H -0.827 -1.087 -0.320 0.772 0.127 -0.670
H -1.679 2.859 -2.942 -0.254 -0.853 -0.289
O 1.879 0.763 -1.399 11.477 -0.155 -1.433
C 0.159 2.302 1.070 0.878 2.220 -0.525
H 2.926 -4.306 -0.566 0.144 0.006 -0.219
O 2.902 -0.312 2.507 0.990 -0.909 0.363
H -3.591 -2.209 0.399 0.255 -0.511 -0.243
H -0.005 0.386 2.337 -3.090 0.488 0.062
H 0.693 0.243 -3.309 0.359 0.116 -0.450
O -0.024 0.654 -1.130 -6.260 -2.715 5.421
H 0.831 -0.724 0.208 -1.433 0.207 -0.979
H -0.834 1.967 0.770 -0.308 0.643 0.631
H -0.260 1.541 -4.011 -0.042 0.202 -0.224
H -2.420 2.911 -1.346 -0.302 -0.328 -0.039
O -1.536 -2.630 0.530 -0.200 -1.375 0.109
H 3.301 0.512 2.797 -0.233 0.096 -0.155
O 2.834 -3.354 -0.648 0.245 0.005 0.178
H -0.445 3.621 2.358 0.060 0.228 0.199
C -1.688 2.386 -1.960 0.043 2.750 0.930
H -1.164 1.576 3.097 0.568 -0.061 0.001
H 1.918 -3.622 1.194 -0.235 -0.202 0.014
H 1.996 -1.962 0.668 0.787 -0.719 -0.046
H 0.000 0.054 -4.970 0.286 0.259 -0.022
C -0.984 0.546 2.789 -0.705 0.528 2.294
H -2.853 0.348 2.497 -0.237 -0.004 -0.028
H 1.581 -1.243 -1.464 0.441 -0.543 -0.862
H -2.426 -0.847 0.350 -0.890 -0.266 -0.197
H 1.606 0.183 1.004 0.781 -0.319 0.971
C -2.652 -1.818 0.791 -0.664 -0.172 -0.097
H 0.532 3.045 0.365 -0.188 -0.160 -0.508
```
Forces are in eV/Å.

Results
multiplicity	1
frontier orbital gap	7.6	eV
molar mass	288.38	g/mol
maximum force	15.2	eV Å⁻¹
ΔE to the lowest compared entry with this formula, charge and spin	19.2408	eV


DFT (ωB97M-V/def2-TZVPD) results for one molecule with the formula C6H12O.

```
19
Properties=species:S:1:pos:R:3:forces:R:3
C 0.426 -0.255 -2.010 0.011 -0.090 -0.072
H -0.581 -2.684 2.962 -0.017 0.106 -0.102
H -0.180 -1.142 -1.791 0.085 0.133 -0.035
C 1.005 2.104 -1.316 0.047 0.074 -0.013
O -0.504 0.056 1.023 0.449 0.078 -0.261
C 0.585 0.292 0.338 -0.594 0.075 -0.057
C -0.723 -2.099 2.048 -0.013 -0.037 -0.023
H 1.481 -0.550 -1.988 -0.148 0.048 -0.010
H -1.774 -2.164 1.752 0.143 0.001 0.045
C 0.163 0.869 -0.994 0.099 0.018 0.023
H -0.110 -2.538 1.254 -0.068 0.033 0.137
H 0.180 0.084 -3.022 0.030 -0.020 0.153
C -0.315 -0.657 2.264 -0.015 -0.149 0.268
H 0.738 -0.563 2.542 -0.151 -0.003 -0.035
H -0.908 1.123 -1.007 0.148 -0.040 0.052
H 0.781 2.470 -2.325 0.025 -0.066 0.141
H 0.807 2.918 -0.610 0.033 -0.121 -0.094
H -0.948 -0.158 3.003 0.084 -0.062 -0.104
H 2.072 1.863 -1.261 -0.148 0.024 -0.012
```
Forces are in eV/Å.

Results
multiplicity	1
frontier orbital gap	9.4	eV
molar mass	100.16	g/mol
maximum force	0.6	eV Å⁻¹
ΔE to the lowest compared entry with this formula, charge and spin	2.7215	eV